Computed, not measured: an isolated ion of composition H4N2O2P and charge -1, with ωB97M-V/def2-TZVPD.

Molecular weight (g/mol): 95.02
HOMO level (eV): -4.1
Kohn-Sham gap (hartree): 0.3271
Energy above the lowest of the compared OMol25 structures with the same formula, charge and spin (kcal per mole): 90.0
2S+1: 1
SMILES: NN[P@H](=O)[O-]
DFT total energy (hartree): -603.77706
Net charge: -1
LUMO level (eV): 4.75

Each line ends with the Löwdin charge.
Geometry (Å):
N1 -1.387 0.238 0.248  -0.17
N2 -0.135 0.776 0.297  -0.36
P1 1.122 -0.264 -0.281  0.42
O1 0.823 -1.873 0.501  -0.67
O2 2.382 0.458 -0.136  -0.46
H1 -1.786 0.163 -0.743  0.07
H2 -1.433 -0.718 0.664  0.05
H3 -0.051 1.475 1.097  0.10
H4 0.465 -0.254 -1.647  0.01

Computed, not measured: C35H40ClGeN6O2Pt as an isolated structure, with ωB97M-V/def2-TZVPD.

Molecular weight (g/mol): 879.89
HOMO level (spin up / spin down) (eV): -17.0 / -18.4
Kohn-Sham gap (spin up / spin down) (hartree): 0.2756 / 0.2059
Energy above the lowest of the compared OMol25 structures with the same formula, charge and spin (kcal per mole): 35.9
2S+1: 6
DFT total energy (hartree): -4491.61908
Net charge: +4
LUMO level (spin up / spin down) (eV): -9.48 / -12.84

Each line ends with the Löwdin charge.
Geometry (Å):
Pt1 -2.073 0.473 0.354  1.17
N1 -4.393 4.501 -0.787  0.25
C1 -3.134 4.726 -1.629  -0.23
C2 -1.899 4.888 -0.738  -0.07
C3 -1.086 3.627 -0.414  -0.33
N2 -1.634 2.777 0.686  0.01
C4 -0.884 2.776 -1.664  -0.12
C5 -2.185 2.400 -2.379  -0.32
N3 -2.957 1.343 -1.648  -0.01
C6 -2.990 3.663 -2.724  -0.07
H1 -4.545 5.298 -0.161  0.18
H2 -4.332 3.662 -0.214  0.12
H3 -5.223 4.430 -1.381  0.18
H4 -3.336 5.681 -2.112  0.17
H5 -2.152 5.438 0.176  0.14
H6 -1.223 5.547 -1.285  0.15
H7 -0.108 3.990 -0.095  0.15
H8 -2.163 3.311 1.372  0.10
H9 -0.839 2.438 1.226  0.07
H10 -0.333 1.865 -1.402  0.10
H11 -0.268 3.341 -2.368  0.14
H12 -1.897 1.963 -3.334  0.15
H13 -3.100 0.557 -2.272  0.09
H14 -3.895 1.642 -1.404  0.08
H15 -3.969 3.401 -3.140  0.14
H16 -2.456 4.152 -3.540  0.15
Cl1 -5.763 -2.516 3.581  0.81
C7 -5.428 -1.013 2.855  -0.63
C8 -6.285 0.065 2.990  -0.02
C9 -5.932 1.269 2.396  -0.01
C10 -4.759 1.340 1.678  -0.14
N4 -3.948 0.287 1.521  -0.07
C11 -4.267 -0.864 2.112  -0.13
H17 -7.203 -0.032 3.557  0.14
H18 -6.565 2.140 2.507  0.13
H19 -4.420 2.272 1.244  0.07
H20 -3.586 -1.695 2.010  0.10
N5 -1.709 -6.997 -0.662  0.24
C12 -1.786 -5.863 -0.492  -0.14
C13 -1.862 -4.440 -0.308  -0.18
C14 -1.350 -3.842 0.840  0.03
C15 -1.408 -2.469 0.958  -0.13
N6 -1.951 -1.687 0.014  -0.10
C16 -2.466 -2.269 -1.080  -0.10
C17 -2.440 -3.632 -1.284  0.03
H21 -0.920 -4.441 1.631  0.14
H22 -1.022 -1.974 1.838  0.10
H23 -2.925 -1.621 -1.814  0.10
H24 -2.863 -4.065 -2.181  0.14
O1 1.124 0.229 2.129  -0.16
C18 0.042 0.275 2.762  -0.46
O2 -1.154 0.322 2.355  -0.19
H25 0.146 0.316 3.855  0.16
C19 2.949 1.374 0.091  -0.22
Ge1 2.368 -0.472 0.363  1.04
C20 3.530 -1.290 1.810  -0.19
C21 4.229 -0.405 2.684  -0.05
C22 4.666 -0.880 3.888  0.01
C23 4.534 -2.262 4.182  0.08
C24 3.905 -3.159 3.276  0.00
C25 3.459 -2.689 2.075  -0.04
C26 3.248 -1.552 -1.194  -0.18
C27 2.332 -2.319 -1.942  -0.09
C28 2.728 -3.038 -3.058  0.00
C29 4.058 -2.966 -3.497  0.07
C30 4.995 -2.212 -2.790  -0.15
C31 6.337 -2.148 -3.227  0.09
C32 7.286 -1.385 -2.533  0.02
C33 6.916 -0.723 -1.382  0.01
C34 5.590 -0.783 -0.928  0.05
C35 4.599 -1.506 -1.616  -0.17
H26 4.023 1.452 0.267  0.02
H27 2.426 2.028 0.784  0.02
H28 2.750 1.675 -0.937  0.03
H29 4.349 0.646 2.454  0.12
H30 5.128 -0.208 4.600  0.14
H31 4.964 -2.650 5.099  0.14
H32 3.806 -4.207 3.525  0.14
H33 3.018 -3.372 1.359  0.12
H34 1.294 -2.356 -1.635  0.08
H35 2.022 -3.654 -3.598  0.13
H36 4.363 -3.485 -4.398  0.14
H37 6.633 -2.717 -4.101  0.15
H38 8.305 -1.328 -2.894  0.14
H39 7.651 -0.150 -0.831  0.13
H40 5.313 -0.249 -0.028  0.09

Computed, not measured: C18H35AuN6O5Se2 as an isolated structure, with ωB97M-V/def2-TZVPD.

Molecular weight (g/mol): 770.40
HOMO level (eV): -12.5
Kohn-Sham gap (hartree): 0.1934
Energy above the lowest of the compared OMol25 structures with the same formula, charge and spin (kcal per mole): 0.0
2S+1: 1
DFT total energy (hartree): -6349.76942
Net charge: +2
LUMO level (eV): -7.25

Each line ends with the Löwdin charge.
Geometry (Å):
Au1 0.572 1.971 0.474  0.50
C1 -1.765 4.815 1.179  -0.34
Se1 -0.938 4.082 -0.431  0.90
C2 0.628 5.246 -0.577  -0.54
C3 1.565 5.216 0.618  -0.50
Se2 2.456 3.477 0.826  0.91
C4 2.696 3.500 2.757  -0.33
H1 -2.555 5.496 0.879  0.03
H2 -1.031 5.339 1.783  0.02
H3 -2.182 3.988 1.747  0.01
H4 0.263 6.255 -0.757  0.08
H5 1.132 4.905 -1.482  0.06
H6 1.054 5.435 1.553  0.06
H7 2.361 5.949 0.484  0.08
H8 3.267 4.390 3.007  0.04
H9 3.268 2.611 3.009  0.02
H10 1.734 3.490 3.257  0.04
N1 1.471 -1.266 -0.314  0.25
C5 2.636 -1.692 -0.632  -0.10
C6 3.049 -3.099 -0.342  -0.12
C7 2.130 -4.124 -1.028  -0.15
C8 2.274 -4.238 -2.541  -0.14
N2 2.146 -2.964 -3.256  0.09
C9 1.023 -2.239 -3.337  -0.44
N3 -0.118 -2.728 -2.866  0.24
N4 1.039 -1.018 -3.862  0.22
C10 4.307 -0.288 0.788  -0.42
O1 5.091 -1.123 0.623  0.24
O2 3.525 0.556 0.934  0.13
H11 1.024 -1.612 0.536  0.15
H12 1.184 -0.297 -0.531  0.07
H13 3.065 -1.182 -1.491  0.16
H14 3.003 -3.273 0.738  0.15
H15 4.093 -3.244 -0.618  0.13
H16 1.096 -3.905 -0.750  0.10
H17 2.348 -5.109 -0.615  0.14
H18 1.550 -4.957 -2.932  0.14
H19 3.255 -4.628 -2.809  0.14
H20 2.991 -2.538 -3.602  0.16
H21 -0.181 -3.673 -2.529  0.12
H22 -0.980 -2.244 -3.054  0.12
H23 1.880 -0.634 -4.260  0.14
H24 0.280 -0.379 -3.649  0.10
C11 -4.212 1.514 0.839  -0.05
C12 -4.051 0.293 1.734  -0.15
C13 -2.887 -0.639 1.317  -0.31
C14 -2.769 -1.809 2.308  -0.16
C15 -1.690 -2.814 1.925  -0.07
C16 -3.228 -1.185 -0.052  -0.41
O3 -4.181 -1.886 -0.271  0.15
N5 -2.377 -0.834 -1.095  0.21
C17 -1.247 -0.047 -1.010  -0.55
O4 -0.557 0.130 -2.025  -0.04
N6 -0.912 0.473 0.194  -0.01
C18 -1.603 0.176 1.357  -0.48
O5 -1.189 0.615 2.410  0.07
H25 -5.015 2.152 1.205  0.09
H26 -4.463 1.235 -0.187  0.09
H27 -3.299 2.115 0.814  0.05
H28 -4.960 -0.310 1.712  0.13
H29 -3.871 0.588 2.768  0.13
H30 -3.741 -2.300 2.352  0.13
H31 -2.563 -1.385 3.290  0.13
H32 -1.920 -3.309 0.978  0.08
H33 -1.593 -3.590 2.684  0.09
H34 -0.711 -2.322 1.841  0.06
H35 -2.667 -1.130 -2.016  0.16

Computed, not measured: a 2-piece molecular cluster, C6H8N3O2 overall, with ωB97M-V/def2-TZVPD.

Molecular weight (g/mol): 154.15
HOMO level (eV): -13.7
Kohn-Sham gap (hartree): 0.3449
Energy above the lowest of the compared OMol25 structures with the same formula, charge and spin (kcal per mole): 67.7
2S+1: 1
DFT total energy (hartree): -547.75932
Net charge: +1
LUMO level (eV): -4.34

Each line ends with the Löwdin charge.
Geometry (Å):
C1 -1.919 2.287 -0.106  -0.28
C2 1.695 -0.562 -0.104  0.02
C3 0.413 1.108 0.855  -0.08
C4 0.601 -0.236 -1.121  -0.04
C5 -1.201 -2.868 -0.245  0.22
C6 -0.321 0.695 -0.421  -0.24
N1 -1.415 1.215 -0.839  0.18
N2 1.544 0.277 0.872  0.08
N3 -0.194 -2.871 0.330  -0.13
O1 -1.231 3.272 0.121  0.06
O2 0.869 -2.492 0.721  -0.01
H1 -2.919 2.282 0.235  0.12
H2 -0.028 -1.144 -1.587  0.17
H3 2.385 -1.409 -0.103  0.16
H4 0.580 2.200 0.831  0.15
H5 -0.174 0.893 1.782  0.17
H6 0.987 0.237 -2.050  0.16
H7 -1.945 -3.216 -0.836  0.07
H8 2.274 0.331 1.665  0.24